Entry 1:
{"formula": "C3H11N2O", "method": "wB97M-V/def2-TZVPD", "homo_energy_ev": -2.70, "max_force_ha_per_bohr": 0.023, "total_charge": -1, "homo_lumo_gap_ha": 0.24665, "e_lumo_ev": 4.02, "multiplicity": 1, "elements": ["C", "N", "C", "O", "H", "H", "H", "H", "H", "H", "C", "N", "H", "H", "H", "H", "H"], "coordinates": [[0.03663, 1.75366, -1.32768], [0.59383, 0.63906, -0.51618], [1.09486, -0.49371, -1.54969], [1.54578, -0.07480, -2.69866], [0.81252, 2.36542, -1.78410], [-0.61488, 2.36356, -0.69353], [-0.53308, 1.31855, -2.14396], [1.45317, 1.00040, -0.13212], [0.16316, -1.12120, -1.59453], [1.84510, -1.03334, -0.91895], [-0.93101, -1.51388, 1.94890], [-1.27553, -0.09584, 1.77875], [0.11924, -1.75823, 1.76593], [-1.53105, -2.14385, 1.28873], [-1.18552, -1.82828, 2.96650], [-0.92305, 0.37705, 2.60873], [-0.67017, 0.24543, 1.00187]]}


Entry 2:
{"formula": "C24H16Cl3F3GeMoN7O4", "method": "wB97M-V/def2-TZVPD", "homo_energy_ev": [-13.95, -14.23], "max_force_ha_per_bohr": 0.027, "total_charge": 2, "homo_lumo_gap_ha": [0.21641, 0.19914], "e_lumo_ev": [-8.06, -8.82], "multiplicity": 4, "elements": ["Mo", "N", "C", "N", "C", "N", "N", "C", "N", "C", "C", "C", "C", "C", "N", "H", "H", "H", "H", "H", "H", "H", "H", "F", "C", "F", "F", "C", "C", "C", "C", "C", "C", "C", "C", "H", "H", "H", "H", "Cl", "Ge", "Cl", "Cl", "O", "C", "O", "C", "C", "C", "C", "C", "C", "N", "O", "O", "H", "H", "H", "H"], "coordinates": [[-0.93317, 0.44316, 1.57994], [2.29253, 0.53116, 0.37820], [1.62065, -0.56319, 0.02000], [2.25654, -1.47973, -0.68172], [1.72885, -2.67505, -0.91959], [2.47582, -3.52060, -1.59152], [0.49632, -2.99170, -0.39381], [-0.32412, -1.88424, 0.02295], [0.32758, -0.68541, 0.41343], [-2.35435, -0.85645, -0.88752], [-3.37305, -1.05234, -1.81237], [-4.50401, -0.26867, -1.73889], [-4.58561, 0.70750, -0.74733], [-3.53284, 0.85404, 0.11599], [-2.42030, 0.07800, 0.07129], [3.23780, 0.61438, 0.03861], [1.77459, 1.36804, 0.61067], [3.35076, -3.15802, -1.93949], [2.07807, -4.34144, -2.02594], [-3.24485, -1.80632, -2.57544], [-5.31025, -0.40772, -2.44588], [-5.44674, 1.35287, -0.65953], [-3.53762, 1.62159, 0.87795], [2.26521, 8.36104, -2.66380], [2.86500, 7.81528, -1.60013], [3.00811, 8.75959, -0.66652], [4.09425, 7.42556, -1.98134], [2.08602, 6.62771, -1.08253], [1.47728, 5.77477, -1.99766], [0.80967, 4.65551, -1.54809], [0.74983, 4.38748, -0.17178], [1.35663, 5.26291, 0.74343], [2.02276, 6.38013, 0.28344], [0.13812, 3.20930, 0.30549], [-0.35065, 2.16810, 0.74553], [1.52705, 5.99626, -3.05487], [0.33876, 3.97621, -2.24546], [1.30319, 5.04461, 1.80127], [2.48931, 7.06311, 0.97932], [0.84904, -0.45998, 5.32662], [0.63095, 0.76582, 3.63410], [1.29566, 2.68147, 4.21076], [-2.25265, 1.05550, 3.35652], [-1.36900, -1.62385, 2.13854], [-1.03322, -2.42839, 1.26268], [-1.26114, -1.64835, -1.04524], [-0.98011, -3.83705, 1.20179], [-1.27405, -4.71934, 2.21589], [-0.85213, -6.04208, 2.12252], [-0.13668, -6.46801, 0.98577], [0.15126, -5.64305, -0.06016], [-0.34390, -4.22703, -0.11693], [0.61783, -6.29171, -1.27532], [0.92008, -7.45456, -1.23298], [0.57242, -5.61793, -2.30282], [-1.76178, -4.35000, 3.10996], [-1.06944, -6.74176, 2.91676], [0.16091, -7.50489, 0.89957], [-1.11725, -4.23223, -0.90429]]}


Entry 3:
{"formula": "C2H9N2O", "method": "wB97M-V/def2-TZVPD", "homo_energy_ev": -15.19, "max_force_ha_per_bohr": 0.025, "total_charge": 1, "homo_lumo_gap_ha": 0.43263, "e_lumo_ev": -3.42, "multiplicity": 1, "elements": ["C", "N", "C", "N", "H", "H", "H", "H", "H", "H", "H", "H", "H", "O"], "coordinates": [[0.92272, -0.93334, 1.44028], [-1.94515, 0.33592, -0.45052], [-1.20238, -0.09515, 0.56625], [0.05002, -0.37820, 0.40932], [1.50822, -0.14716, 1.90972], [1.59585, -1.66814, 1.00339], [0.34361, -1.47042, 2.19000], [-1.48305, 0.79392, -1.22925], [-2.82404, 0.77142, -0.22225], [-1.63867, -0.34183, 1.51442], [0.52379, -0.11778, -0.45187], [1.83164, 0.56767, -2.61796], [1.16768, 1.82278, -2.05916], [1.14977, 0.86029, -2.00238]]}